1.
Formula: H12O6
Source: the Open Molecules 2025 dataset
Level of theory: the ωB97M-V functional and the def2-TZVPD basis

```
18
Properties=species:S:1:pos:R:3:lowdin_charge:R:1
O -22.396 7.496 -1.133 -0.08
H -23.347 7.510 -1.031 0.03
H -22.237 7.941 -1.966 -0.14
O -20.615 9.035 -2.964 0.07
H -20.294 9.679 -3.595 0.12
H -20.143 9.235 -2.156 0.08
O -23.841 9.271 -4.647 0.12
H -24.265 10.005 -4.201 0.17
H -24.352 8.505 -4.386 0.16
O -22.591 8.702 -2.936 -0.06
H -23.100 8.878 -3.728 -0.11
H -21.741 9.109 -3.102 -0.18
O -21.109 10.163 -1.176 -0.04
H -21.567 9.324 -1.218 0.01
H -21.105 10.388 -0.245 0.07
O -23.112 8.471 -6.388 -0.05
H -22.734 9.301 -6.677 0.03
H -23.522 8.675 -5.547 -0.22
```

The calculation puts the largest force on an atom at 9.14 eV/A. The charge is 0. The orbital gap comes out at 9.78 eV. Its total energy is -458.363688 Eh. The calculation puts the HOMO energy at -9.827 eV. The calculation puts the LUMO energy at -0.04 eV. The molar mass is 108.09 g/mol.



2.
Formula: C6H10FN3O2
Source: the Open Molecules 2025 dataset
Level of theory: the ωB97M-V functional and the def2-TZVPD basis

```
22
Properties=species:S:1:pos:R:3:lowdin_spin:R:1
C -0.252 0.858 0.939 0.01
C -1.812 0.478 -0.996 0.01
C 2.424 -1.831 0.140 0.00
C -0.799 1.388 -0.377 0.14
C 1.734 0.581 0.953 0.02
C 2.145 -0.347 -0.153 0.00
N -0.948 0.601 1.945 0.00
N -1.212 2.771 -0.394 0.91
N 3.464 0.307 -0.543 0.00
O -1.030 3.517 0.580 0.86
O 3.321 1.149 -1.367 0.00
F 1.977 0.201 2.193 0.00
H -1.978 0.848 -1.995 0.00
H -2.596 0.689 -0.331 0.00
H -1.265 -0.473 -0.929 0.00
H 3.094 -1.949 0.951 0.00
H 2.900 -2.372 -0.742 0.00
H 1.460 -2.327 0.300 0.00
H 0.216 1.719 -0.917 0.03
H 2.347 1.570 0.892 0.00
H 1.471 -0.177 -1.032 0.00
H -0.407 0.315 2.783 0.00
```

The calculation puts the largest force on an atom at 4.91 eV/A. As for the expectation value of S²: 2.01. The charge is 0. The orbital gap (alpha / beta) comes out at 7.92 / 7.98 eV. The spin multiplicity is 3. Its total energy is -648.924314 Eh. The calculation puts the HOMO energy (alpha / beta) at -8.267 / -9.145 eV. The calculation puts the LUMO energy (alpha / beta) at -0.34 / -1.17 eV. The molar mass is 175.16 g/mol.



3.
Formula: C5H14N2O2
Source: the Open Molecules 2025 dataset
Level of theory: the ωB97M-V functional and the def2-TZVPD basis

```
23
Properties=species:S:1:pos:R:3:lowdin_charge:R:1
C 1.684 1.681 -0.347 -0.13
C 0.771 2.133 0.764 -0.26
C -0.013 0.980 1.395 -0.19
C -0.867 0.227 0.384 -0.21
N -0.228 -0.885 -0.272 0.04
C 0.357 -1.956 0.358 -0.62
N -0.460 -2.501 1.340 0.14
O 1.388 -2.474 -0.012 0.05
H 2.336 2.408 -0.810 0.06
H 2.352 0.889 0.017 0.08
H 1.315 1.264 -1.290 0.07
H 0.043 2.853 0.372 0.11
H 1.375 2.650 1.500 0.10
H -0.579 1.385 2.233 0.11
H 0.697 0.260 1.812 0.11
H -1.495 0.836 -0.216 0.11
H -1.672 -0.238 0.953 0.10
H 0.071 -0.766 -1.226 0.11
H -1.433 -2.576 1.085 0.09
H -0.170 -3.384 1.728 0.09
O -1.603 -0.766 -2.984 -0.04
H -1.317 -1.176 -3.799 0.04
H -2.551 -0.843 -2.984 0.03
```

The calculation puts the largest force on an atom at 2.95 eV/A. The charge is 0. The orbital gap comes out at 9.50 eV. Its total energy is -458.908859 Eh. The calculation puts the HOMO energy at -8.981 eV. The calculation puts the LUMO energy at 0.52 eV. As for the SMILES: CCCCNC(N)=O.O. The molar mass is 134.18 g/mol.



4.
Formula: C3H8O
Source: the Open Molecules 2025 dataset
Level of theory: the ωB97M-V functional and the def2-TZVPD basis

```
12
Properties=species:S:1:pos:R:3:lowdin_charge:R:1
C 0.258 3.241 -4.296 -0.15
O 0.802 3.349 -3.231 -0.01
H 0.591 2.456 -4.991 0.08
H -0.578 3.890 -4.610 0.08
C 0.181 -1.225 1.595 -0.18
C -0.461 -2.016 2.719 -0.18
H 0.391 -0.176 1.824 0.06
H -0.409 -1.207 0.679 0.06
H 1.150 -1.641 1.311 0.06
H -0.978 -2.894 2.328 0.06
H 0.278 -2.355 3.447 0.06
H -1.226 -1.422 3.225 0.06
```

The calculation puts the largest force on an atom at 0.84 eV/A. The charge is 0. The orbital gap comes out at 11.19 eV. Its total energy is -194.298633 Eh. The calculation puts the HOMO energy at -10.281 eV. The calculation puts the LUMO energy at 0.91 eV. As for the SMILES: C=O.CC. The molar mass is 60.10 g/mol.



5.
Formula: C20H27CoN3OP
Source: the Open Molecules 2025 dataset
Level of theory: the ωB97M-V functional and the def2-TZVPD basis

```
53
Properties=species:S:1:pos:R:3:lowdin_charge:R:1
Co 1.006 0.258 -0.553 0.48
C 1.820 -1.014 3.263 0.02
C 1.715 -0.812 1.800 -0.18
N 0.912 0.026 1.235 -0.05
N 0.065 0.868 1.901 0.14
C -0.352 1.783 1.045 -0.37
O 0.000 1.731 -0.241 -0.13
C -1.212 2.881 1.465 -0.17
C -1.647 2.953 2.793 -0.01
C -2.454 4.001 3.190 -0.04
C -2.824 4.979 2.272 -0.04
C -2.391 4.911 0.953 -0.05
C -1.587 3.862 0.545 -0.01
C 2.594 -1.497 0.815 -0.18
C 3.558 -2.418 1.155 0.04
C 4.383 -2.925 0.150 0.02
C 4.230 -2.477 -1.147 0.01
C 3.232 -1.551 -1.421 -0.08
N 2.422 -1.087 -0.476 0.02
H 1.109 -0.385 3.788 0.09
H 2.831 -0.777 3.600 0.12
H 1.630 -2.063 3.503 0.11
H -1.348 2.192 3.500 0.12
H -2.793 4.063 4.215 0.12
H -3.452 5.800 2.589 0.12
H -2.677 5.679 0.249 0.12
H -1.238 3.809 -0.477 0.12
H 3.681 -2.729 2.182 0.13
H 5.147 -3.652 0.392 0.14
H 4.866 -2.833 -1.945 0.13
H 3.080 -1.174 -2.424 0.13
C -3.572 -0.900 -0.833 -0.10
C -2.289 -0.489 -0.094 -0.33
P -0.841 -0.729 -1.146 1.05
C -0.900 0.347 -2.610 -0.30
C 0.539 0.713 -3.009 -0.10
C -0.847 -2.487 -1.648 -0.32
C 0.454 -3.220 -1.954 -0.11
H -4.418 -0.774 -0.160 0.10
H -3.560 -1.941 -1.151 0.07
H -3.749 -0.270 -1.705 0.08
H -2.143 -1.076 0.816 0.11
H -2.337 0.561 0.198 0.08
H -1.452 1.245 -2.333 0.10
H -1.423 -0.141 -3.433 0.11
H 1.147 1.202 -2.206 0.07
H 0.551 1.490 -3.771 0.12
H 1.101 -0.143 -3.378 0.08
H -1.495 -2.506 -2.529 0.10
H -1.395 -3.006 -0.858 0.10
H 0.998 -2.761 -2.779 0.07
H 0.217 -4.239 -2.253 0.10
H 1.104 -3.276 -1.082 0.06
```

The calculation puts the largest force on an atom at 0.69 eV/A. The charge is +2. The orbital gap comes out at 6.15 eV. Its total energy is -2741.391476 Eh. The calculation puts the HOMO energy at -14.294 eV. The calculation puts the LUMO energy at -8.14 eV. The molar mass is 415.36 g/mol.



6.
Formula: C56H154N14O14
Source: the Open Molecules 2025 dataset
Level of theory: the ωB97M-V functional and the def2-TZVPD basis

```
238
Properties=species:S:1:pos:R:3:lowdin_charge:R:1
C 3.546 2.875 3.132 -0.06
C 5.000 3.272 3.354 -0.42
C 5.537 4.083 2.181 -0.19
O 5.549 3.195 1.065 -0.19
C 5.802 3.843 -0.159 -0.11
N 5.034 4.087 4.591 0.03
H 2.884 3.694 2.840 0.08
H 3.072 2.484 4.034 0.07
H 3.537 2.149 2.321 0.05
H 5.606 2.378 3.529 0.12
H 6.530 4.504 2.359 0.13
H 4.819 4.883 1.979 0.12
H 5.936 4.924 -0.071 0.09
H 5.027 3.729 -0.924 0.06
H 6.706 3.405 -0.594 0.09
H 4.893 3.465 5.382 0.07
H 5.996 4.393 4.742 0.07
C -1.438 0.751 0.374 -0.06
C -0.212 0.000 0.862 -0.40
C 0.994 0.903 1.120 -0.18
O 1.081 1.769 0.013 -0.20
C 2.194 2.619 -0.015 -0.11
N -0.631 -0.742 2.051 0.06
H -1.554 1.706 0.901 0.08
H -2.385 0.216 0.411 0.07
H -1.329 1.072 -0.670 0.05
H 0.094 -0.707 0.086 0.11
H 1.888 0.282 1.241 0.12
H 0.858 1.458 2.058 0.12
H 2.433 3.004 -1.010 0.07
H 3.106 2.114 0.315 0.07
H 2.053 3.509 0.609 0.08
H 0.145 -1.392 2.235 0.03
H -0.592 -0.103 2.853 0.05
C -0.977 -2.849 5.584 -0.04
C -1.485 -3.847 4.572 -0.39
C -2.990 -3.915 4.342 -0.19
O -3.635 -4.420 5.496 -0.18
C -4.985 -4.787 5.259 -0.08
N -0.818 -3.576 3.280 0.05
H -1.316 -1.849 5.286 0.05
H 0.109 -2.742 5.605 0.07
H -1.350 -2.987 6.599 0.09
H -1.156 -4.845 4.879 0.14
H -3.130 -4.595 3.495 0.11
H -3.423 -2.928 4.132 0.12
H -4.999 -5.695 4.644 0.08
H -5.430 -3.956 4.700 0.05
H -5.487 -5.005 6.197 0.09
H -1.075 -2.634 2.997 0.04
H -1.137 -4.220 2.567 0.05
C 3.351 -3.890 4.201 -0.05
C 3.027 -2.499 3.627 -0.42
C 4.222 -1.822 2.954 -0.18
O 5.393 -1.919 3.765 -0.19
C 5.525 -0.819 4.636 -0.11
N 1.920 -2.577 2.686 0.05
H 2.561 -4.218 4.886 0.07
H 4.249 -3.875 4.822 0.07
H 3.387 -4.668 3.437 0.07
H 2.699 -1.939 4.511 0.12
H 4.066 -0.783 2.646 0.11
H 4.454 -2.322 2.008 0.12
H 6.452 -1.027 5.178 0.09
H 4.715 -0.727 5.364 0.09
H 5.710 0.138 4.137 0.07
H 2.132 -3.225 1.915 0.05
H 1.127 -3.050 3.140 0.03
C 6.037 6.164 -6.584 -0.07
C 6.666 4.943 -5.906 -0.43
C 5.627 4.042 -5.277 -0.21
O 4.805 4.756 -4.379 -0.16
C 3.951 3.905 -3.671 -0.12
N 7.443 4.310 -6.966 0.02
H 5.325 5.865 -7.357 0.08
H 6.742 6.785 -7.138 0.07
H 5.522 6.767 -5.833 0.08
H 7.367 5.317 -5.145 0.14
H 6.067 3.150 -4.813 0.11
H 4.939 3.596 -6.012 0.13
H 3.231 3.424 -4.345 0.09
H 3.369 4.449 -2.926 0.07
H 4.440 3.087 -3.129 0.07
H 7.954 3.488 -6.656 0.07
H 8.121 4.958 -7.338 0.07
C -4.517 -6.915 1.670 -0.06
C -5.008 -5.554 1.219 -0.44
C -4.081 -4.822 0.258 -0.23
O -2.832 -4.569 0.860 -0.19
C -2.026 -3.711 0.081 -0.09
N -6.344 -5.722 0.592 0.04
H -4.426 -7.606 0.824 0.08
H -5.239 -7.375 2.341 0.08
H -3.502 -6.874 2.070 0.08
H -5.172 -4.921 2.096 0.11
H -4.565 -3.913 -0.120 0.11
H -3.870 -5.497 -0.588 0.13
H -2.598 -2.796 -0.109 0.09
H -1.716 -4.091 -0.899 0.07
H -1.111 -3.436 0.605 0.07
H -6.698 -4.772 0.493 0.06
H -6.195 -6.039 -0.365 0.07
C -8.581 -2.117 5.764 -0.05
C -7.204 -1.723 5.270 -0.43
C -6.832 -2.102 3.822 -0.21
O -5.491 -1.821 3.472 -0.26
C -5.276 -1.709 2.073 -0.07
N -7.047 -0.273 5.427 0.05
H -9.357 -1.844 5.050 0.08
H -8.673 -1.601 6.721 0.08
H -8.656 -3.179 6.000 0.08
H -6.429 -2.178 5.909 0.13
H -7.502 -1.538 3.157 0.13
H -7.009 -3.165 3.597 0.12
H -4.241 -1.384 1.979 0.09
H -5.970 -0.992 1.632 0.10
H -5.378 -2.675 1.569 0.07
H -6.094 0.048 5.453 0.04
H -7.584 0.055 6.214 0.06
C 2.310 -2.144 -6.072 -0.05
C 1.159 -1.272 -5.568 -0.44
C 1.716 -0.113 -4.739 -0.19
O 0.687 0.844 -4.503 -0.19
C 0.964 1.510 -3.292 -0.11
N 0.267 -0.818 -6.641 0.05
H 3.021 -1.502 -6.599 0.07
H 2.039 -2.988 -6.702 0.08
H 2.839 -2.523 -5.193 0.05
H 0.555 -1.872 -4.878 0.12
H 2.602 0.408 -5.123 0.12
H 2.113 -0.527 -3.801 0.10
H 0.768 0.859 -2.435 0.07
H 0.305 2.370 -3.146 0.09
H 1.972 1.925 -3.196 0.06
H 0.810 -0.217 -7.263 0.08
H -0.304 -0.116 -6.166 0.05
C -2.236 -4.591 -3.711 -0.07
C -3.553 -3.826 -3.508 -0.42
C -3.295 -2.345 -3.762 -0.19
O -2.303 -1.862 -2.872 -0.20
C -1.810 -0.601 -3.272 -0.09
N -4.543 -4.382 -4.461 0.04
H -1.393 -4.095 -3.229 0.05
H -1.942 -4.706 -4.759 0.08
H -2.278 -5.625 -3.353 0.07
H -3.830 -4.095 -2.486 0.10
H -4.241 -1.817 -3.587 0.13
H -2.951 -2.173 -4.785 0.13
H -1.256 -0.696 -4.213 0.07
H -1.092 -0.253 -2.529 0.07
H -2.566 0.180 -3.394 0.09
H -5.448 -4.020 -4.163 0.07
H -4.587 -5.373 -4.239 0.07
C 1.786 -2.367 -1.264 -0.05
C 2.581 -3.654 -1.343 -0.40
C 1.873 -4.845 -0.716 -0.18
O 1.834 -4.673 0.707 -0.24
C 1.295 -5.770 1.410 -0.11
N 2.763 -3.917 -2.785 0.04
H 1.698 -2.128 -0.195 0.06
H 0.776 -2.441 -1.673 0.08
H 2.275 -1.460 -1.622 0.06
H 3.554 -3.463 -0.887 0.13
H 2.424 -5.786 -0.843 0.13
H 0.857 -5.033 -1.082 0.13
H 1.985 -6.617 1.450 0.09
H 0.285 -6.018 1.074 0.09
H 1.185 -5.471 2.454 0.07
H 1.846 -3.877 -3.235 0.07
H 2.930 -4.909 -2.973 0.07
C 4.640 0.244 -1.856 -0.05
C 5.274 -0.690 -2.903 -0.42
C 5.936 0.047 -4.063 -0.21
O 5.002 0.555 -4.973 -0.22
C 5.492 0.774 -6.288 -0.10
N 6.138 -1.664 -2.226 0.04
H 5.453 0.773 -1.351 0.08
H 4.203 -0.362 -1.053 0.06
H 3.820 0.856 -2.226 0.06
H 4.431 -1.274 -3.302 0.12
H 6.653 -0.639 -4.536 0.12
H 6.574 0.874 -3.717 0.13
H 4.690 1.152 -6.915 0.09
H 5.871 -0.179 -6.662 0.09
H 6.289 1.520 -6.320 0.07
H 6.053 -2.565 -2.695 0.07
H 5.643 -1.905 -1.369 0.05
C 1.957 6.480 0.157 -0.05
C 1.327 6.309 -1.202 -0.46
C -0.180 6.552 -1.239 -0.23
O -0.921 5.699 -0.432 -0.17
C -1.068 4.362 -0.862 -0.10
N 2.110 7.127 -2.152 0.04
H 1.267 6.113 0.923 0.08
H 2.176 7.530 0.346 0.08
H 2.829 5.830 0.224 0.06
H 1.432 5.272 -1.554 0.11
H -0.589 6.571 -2.263 0.12
H -0.357 7.591 -0.922 0.13
H -1.281 4.346 -1.935 0.09
H -1.890 3.855 -0.356 0.07
H -0.223 3.726 -0.581 0.07
H 1.662 7.070 -3.068 0.07
H 1.900 8.087 -1.868 0.07
C -7.446 5.132 -1.488 -0.07
C -6.010 5.280 -0.949 -0.43
C -4.942 4.412 -1.596 -0.20
O -5.064 3.117 -1.026 -0.18
C -4.163 2.187 -1.594 -0.11
N -5.703 6.728 -0.970 0.03
H -7.451 5.256 -2.575 0.07
H -8.100 5.870 -1.038 0.07
H -7.770 4.111 -1.272 0.07
H -6.140 5.015 0.105 0.14
H -3.966 4.857 -1.364 0.11
H -5.023 4.392 -2.690 0.13
H -4.247 1.194 -1.155 0.08
H -3.138 2.556 -1.533 0.06
H -4.423 2.012 -2.646 0.09
H -5.347 6.896 -1.911 0.07
H -4.929 6.903 -0.333 0.07
C -4.179 1.554 3.361 -0.05
C -3.137 0.653 3.971 -0.43
C -1.920 1.422 4.453 -0.20
O -0.867 0.527 4.716 -0.24
C 0.289 1.074 5.266 -0.10
N -3.732 -0.136 5.066 0.07
H -5.131 1.077 3.121 0.07
H -3.887 2.058 2.435 0.07
H -4.461 2.362 4.044 0.09
H -2.761 -0.086 3.252 0.10
H -2.169 2.045 5.326 0.14
H -1.510 2.151 3.731 0.13
H 0.113 1.563 6.234 0.09
H 0.671 1.893 4.637 0.08
H 1.035 0.291 5.385 0.09
H -4.471 -0.673 4.600 0.03
H -3.055 -0.792 5.437 0.05
```

The calculation puts the largest force on an atom at 2.06 eV/A. The charge is 0. The orbital gap comes out at 9.01 eV. Its total energy is -4045.679927 Eh. The calculation puts the HOMO energy at -8.633 eV. The calculation puts the LUMO energy at 0.38 eV. The molar mass is 1247.93 g/mol.